Record 1
A 2-piece molecular cluster, C6H13N2S overall in a non-equilibrium geometry. Source: the OMol25 dataset; level of theory: ωB97M-V/def2-TZVPD.

Last column: natural (NBO) charge in e.
CARTESIAN COORDINATES (ANGSTROEM)
C 1.45 -0.53 -2.68  -0.31
C 0.64 -0.48 -3.56  -0.18
C -1.06 1.54 1.09  -0.44
C -0.41 1.82 -0.27  -0.20
C -0.84 0.02 0.77  -0.06
C 0.35 -0.76 1.24  -0.07
N 0.48 -0.84 2.60  -0.83
N -0.64 0.35 -0.73  -0.58
S 0.09 -2.47 0.23  -0.16
H 2.36 -0.62 -2.18  0.25
H -0.13 -0.45 -4.38  0.27
H -0.51 2.02 2.05  0.27
H -2.18 1.82 1.09  0.25
H -0.79 2.47 -1.03  0.23
H 0.69 1.96 -0.14  0.23
H -1.74 -0.56 1.04  0.24
H 1.31 -0.38 0.70  0.19
H 1.10 -1.46 3.10  0.42
H -0.42 -0.74 3.09  0.38
H -1.32 0.40 -1.39  0.43
H 0.17 -0.23 -1.12  0.49
H 1.40 -2.88 0.47  0.16

Calculated values
gap between HOMO and LUMO = 10.0 eV
E_HOMO = -12.782 eV
net charge = +1

Record 2
An isolated ion of composition C19H32N3O3 and charge +1. Source: the OMol25 dataset; level of theory: ωB97M-V/def2-TZVPD.

Last column: natural (NBO) charge in e.
CARTESIAN COORDINATES (ANGSTROEM)
C -3.43 -2.84 -0.93  -0.61
C -2.58 -1.79 -1.65  -0.42
C -3.31 -0.46 -1.88  -0.21
N -2.96 0.57 -0.89  -0.41
C -3.37 0.24 0.49  -0.25
C -3.21 1.50 1.38  -0.23
N -2.25 2.44 0.87  -0.44
C -0.87 2.31 1.22  -0.31
C -0.01 1.31 0.45  0.70
O -0.41 0.68 -0.54  -0.66
N 1.24 1.19 0.90  -0.59
C 2.17 0.25 0.38  0.15
C 3.40 0.70 -0.07  -0.31
C 4.33 -0.20 -0.59  0.31
O 5.55 0.11 -1.08  -0.48
C 6.04 1.44 -0.99  -0.06
C 6.53 1.79 0.41  -0.64
C 3.98 -1.55 -0.64  -0.22
C 2.77 -2.00 -0.18  -0.25
C 1.83 -1.11 0.36  0.26
O 0.62 -1.46 0.88  -0.52
C 0.40 -2.84 1.16  -0.06
C -0.83 -2.95 2.05  -0.62
C -2.60 2.95 -0.45  -0.23
C -3.42 1.92 -1.25  -0.24
H -4.31 -3.07 -1.53  0.22
H -3.76 -2.51 0.05  0.20
H -2.86 -3.76 -0.81  0.23
H -2.29 -2.20 -2.61  0.23
H -1.66 -1.60 -1.09  0.22
H -4.39 -0.62 -1.87  0.21
H -3.03 -0.07 -2.86  0.22
H -1.86 0.63 -0.84  0.49
H -2.72 -0.56 0.85  0.23
H -4.41 -0.10 0.49  0.22
H -2.93 1.21 2.39  0.23
H -4.17 2.03 1.44  0.21
H -0.40 3.30 1.10  0.23
H -0.82 2.06 2.29  0.23
H 1.56 1.79 1.65  0.41
H 3.60 1.76 -0.02  0.22
H 6.88 1.46 -1.69  0.20
H 5.29 2.15 -1.34  0.17
H 7.30 1.09 0.72  0.22
H 5.72 1.74 1.14  0.20
H 6.94 2.79 0.41  0.22
H 4.70 -2.24 -1.05  0.24
H 2.54 -3.05 -0.24  0.23
H 0.24 -3.39 0.22  0.17
H 1.27 -3.26 1.67  0.19
H -0.99 -3.99 2.31  0.23
H -0.69 -2.37 2.95  0.22
H -1.71 -2.58 1.53  0.19
H -1.68 3.19 -0.99  0.22
H -3.19 3.87 -0.34  0.21
H -4.49 2.00 -1.03  0.22
H -3.28 2.09 -2.32  0.24

Calculated values
gap between HOMO and LUMO = 8.4 eV
SMILES = CCC[NH+]1CCN(CC(=O)Nc2cc(OCC)ccc2OCC)CC1
E_HOMO = -10.389 eV
net charge = +1

Record 3
C28H23BrFeN4O3P as an isolated structure in a non-equilibrium geometry. Source: the OMol25 dataset; level of theory: ωB97M-V/def2-TZVPD.

Last column: natural (NBO) charge in e.
CARTESIAN COORDINATES (ANGSTROEM)
Fe 0.40 0.03 0.03  1.09
O -0.01 -2.27 -0.31  -0.56
N -0.99 -1.28 -0.57  -0.21
C -1.55 -1.43 -1.71  0.19
C -2.46 -0.43 -2.22  -0.05
C -3.46 -0.86 -3.09  -0.15
C -4.44 0.03 -3.51  -0.17
C -4.41 1.34 -3.07  -0.14
C -3.39 1.79 -2.24  -0.17
C -2.40 0.91 -1.81  -0.37
P -0.99 1.64 -0.93  1.22
C -0.24 2.79 -2.09  -0.43
C 0.69 2.35 -3.03  -0.13
C 1.19 3.25 -3.97  -0.21
C 0.76 4.56 -3.98  -0.15
C -0.18 4.99 -3.05  -0.18
C -0.69 4.11 -2.11  -0.20
C -1.63 2.56 0.46  -0.45
C -2.83 2.19 1.07  -0.12
C -3.28 2.90 2.18  -0.21
C -2.55 3.97 2.67  -0.16
C -1.34 4.33 2.07  -0.21
C -0.87 3.62 0.98  -0.20
H -0.34 -2.82 0.42  0.50
H -1.36 -2.35 -2.27  0.25
H -3.49 -1.89 -3.41  0.24
H -5.22 -0.31 -4.18  0.25
H -5.17 2.04 -3.40  0.25
H -3.37 2.83 -1.94  0.24
H 1.01 1.32 -3.06  0.22
H 1.92 2.91 -4.70  0.24
H 1.16 5.26 -4.70  0.24
H -0.53 6.02 -3.07  0.24
H -1.42 4.47 -1.40  0.23
H -3.41 1.36 0.69  0.22
H -4.22 2.63 2.65  0.24
H -2.92 4.54 3.51  0.24
H -0.77 5.16 2.46  0.24
H 0.06 3.90 0.51  0.24
N 0.18 0.96 3.95  -0.47
C -0.52 -0.22 4.01  -0.04
C -0.61 -0.66 2.73  -0.08
N 0.05 0.24 1.91  -0.55
C 0.51 1.20 2.68  0.24
H 0.42 1.54 4.74  0.45
H -0.89 -0.63 4.93  0.26
H -1.09 -1.55 2.36  0.22
H 1.08 2.06 2.36  0.24
Br 7.67 0.59 -0.47  0.15
C 6.09 0.31 -1.44  -0.15
C 6.14 0.10 -2.82  0.08
N 5.06 -0.11 -3.57  -0.38
C 3.89 -0.12 -2.96  0.10
C 3.74 0.09 -1.59  -0.25
C 4.87 0.31 -0.81  -0.12
C 2.42 0.08 -1.00  0.80
O 2.17 0.50 0.19  -0.64
O 1.37 -0.33 -1.60  -0.65
H 7.10 0.09 -3.33  0.23
H 3.02 -0.30 -3.59  0.21
H 4.78 0.48 0.26  0.25

Calculated values
gap between HOMO and LUMO (alpha / beta) = 6.1 / 7.0 eV
E_HOMO (alpha / beta) = -13.859 / -13.859 eV
spin multiplicity = 2
net charge = +2

Record 4
The molecule C5H5N in a non-equilibrium geometry. Source: the OMol25 dataset; level of theory: ωB97M-V/def2-TZVPD.

Last column: natural (NBO) charge in e.
CARTESIAN COORDINATES (ANGSTROEM)
C -1.51 -0.23 -0.32  -0.61
C -0.28 0.64 -0.21  -0.38
C -0.20 1.79 -0.82  0.29
C 0.91 0.20 0.64  -0.51
C 1.90 -0.55 -0.13  0.28
N 2.71 -1.12 -0.73  -0.30
H -2.24 0.20 -1.01  0.24
H -1.98 -0.32 0.67  0.23
H -1.25 -1.23 -0.67  0.23
H 1.41 1.06 1.11  0.27
H 0.54 -0.44 1.45  0.26

Calculated values
gap between HOMO and LUMO = 9.7 eV
E_HOMO = -10.539 eV

Record order is preserved below.
E: -20237.7797, -30829.4423, -155215.9137, -6751.8537 eV
Record order is preserved below.
Energy above the lowest of the compared OMol25 structures with the same formula, charge and spin: 453.5, 6.8, 18.2, 391.2 kJ/mol